# 1
Molecular formula: C2H3N3O3
Method: DFT, ωB97M-V/def2-TZVPD

Bonds (Å) are listed after each position.
Positions of all 11 atoms, in Å:
1 O -1.07 -1.89 0.86  C2 1.200
2 C -0.56 -0.99 0.25  O1 1.200, N3 1.386, N7 1.421
3 N -0.64 -0.69 -1.10  C2 1.386, N4 1.504, H9 1.011
4 N 0.33 0.40 -1.45  N3 1.504, C5 1.465, H10 1.040
5 C 0.73 0.92 -0.14  N4 1.465, O6 1.212, N7 1.367
6 O 1.32 1.96 0.05  C5 1.212
7 N 0.35 -0.03 0.76  C2 1.421, C5 1.367, O8 1.313
8 O 0.53 0.09 2.06  N7 1.313, H11 0.982
9 H -0.51 -1.50 -1.69  N3 1.011
10 H -0.26 1.09 -1.96  N4 1.040
11 H -0.23 0.63 2.38  O8 0.982

Summary:
Relative energy (zero: lowest compared OMol25 entry of this formula, charge and spin), eV: 0.283
2S+1: 1

# 2
Molecular formula: C2H3N3OS
Method: DFT, ωB97M-V/def2-TZVPD

Bonds (Å) are listed after each position.
Positions of all 10 atoms, in Å:
1 O 1.93 -0.72 0.32  N2 1.381, H8 1.136
2 N 0.83 -0.10 -0.24  O1 1.381, C3 1.403, N7 1.303
3 C 0.76 1.28 0.04  N2 1.403, N4 1.306, H9 1.138
4 N -0.52 1.51 0.11  C3 1.306, C5 1.416
5 C -1.15 0.26 -0.13  N4 1.416, S6 1.755, N7 1.312
6 S -2.85 -0.12 0.06  C5 1.755, H10 1.612
7 N -0.30 -0.74 -0.22  N2 1.303, C5 1.312
8 H 1.69 -1.57 -0.40  O1 1.136
9 H 1.81 1.67 -0.14  C3 1.138
10 H -2.20 -1.48 0.62  S6 1.612

Summary:
Relative energy (zero: lowest compared OMol25 entry of this formula, charge and spin), eV: 4.222
2S+1: 1

# 3
Molecular formula: C2H3N3OS
Method: DFT, ωB97M-V/def2-TZVPD

Bonds (Å) are listed after each position.
Positions of all 10 atoms, in Å:
1 N -2.54 -0.80 0.08  N2 1.362, H8 1.097, H9 1.058
2 N -1.40 -0.09 -0.15  N1 1.362, C3 1.336, O7 1.411
3 C -1.07 1.19 0.05  N2 1.336, N4 1.303, H10 1.095
4 N 0.21 1.41 0.01  C3 1.303, C5 1.402
5 C 0.84 0.16 -0.08  N4 1.402, S6 1.562, O7 1.391
6 S 2.30 -0.36 0.04  C5 1.562
7 O -0.17 -0.79 -0.08  N2 1.411, C5 1.391
8 H -2.92 -0.90 1.10  N1 1.097
9 H -3.29 -0.78 -0.67  N1 1.058
10 H -1.79 2.01 0.08  C3 1.095

Summary:
Relative energy (zero: lowest compared OMol25 entry of this formula, charge and spin), eV: 2.727
2S+1: 1

# 4
Molecular formula: C2H3N3OS
Method: DFT, ωB97M-V/def2-TZVPD

Bonds (Å) are listed after each position.
Positions of all 10 atoms, in Å:
1 O 0.60 -1.61 0.65  C2 1.346, H8 1.074
2 C -0.09 -0.48 0.43  O1 1.346, C3 1.386, N6 1.421
3 C -1.01 0.19 1.21  C2 1.386, N4 1.329, H9 1.085
4 N -1.60 1.10 0.43  C3 1.329, N5 1.290
5 N -1.11 1.19 -0.76  N4 1.290, N6 1.450
6 N -0.16 0.11 -0.87  C2 1.421, N5 1.450, S7 1.683
7 S 1.12 -0.03 -1.95  N6 1.683, H10 1.320
8 H 1.52 -1.47 0.10  O1 1.074
9 H -1.21 0.08 2.27  C3 1.085
10 H 1.93 0.92 -1.52  S7 1.320

Summary:
Relative energy (zero: lowest compared OMol25 entry of this formula, charge and spin), eV: 1.931
2S+1: 1

# 5
Molecular formula: C2H3N3OS
Method: DFT, ωB97M-V/def2-TZVPD

Bonds (Å) are listed after each position.
Positions of all 10 atoms, in Å:
1 H 1.17 2.63 -0.11  N2 1.000
2 N 0.34 2.09 0.04  H1 1.000, C3 1.275
3 C 0.63 0.84 0.07  N2 1.275, C4 1.466, N7 1.402
4 C 1.86 0.06 -0.10  C3 1.466, N5 1.283, H9 1.094
5 N 1.63 -1.20 -0.10  C4 1.283, O6 1.342
6 O 0.33 -1.44 0.10  N5 1.342, N7 1.435
7 N -0.31 -0.17 0.30  C3 1.402, O6 1.435, S8 1.684
8 S -1.92 -0.11 -0.19  N7 1.684, H10 1.366
9 H 2.88 0.44 -0.24  C4 1.094
10 H -2.49 -0.18 1.05  S8 1.366

Summary:
Relative energy (zero: lowest compared OMol25 entry of this formula, charge and spin), eV: 3.243
2S+1: 1

# 6
Molecular formula: C2H3N3OS
Method: DFT, ωB97M-V/def2-TZVPD

Bonds (Å) are listed after each position.
Positions of all 10 atoms, in Å:
1 C 0.19 -0.18 -0.12  C2 1.469, N3 1.252, H8 1.141
2 C -0.91 0.76 -0.36  C1 1.469, N4 1.299, H9 1.042
3 N -0.15 -1.34 0.19  C1 1.252, H10 0.999
4 N -2.06 0.19 -0.52  C2 1.299, N5 1.279, S7 1.802
5 N -2.35 -1.04 -0.30  N4 1.279, S7 1.793
6 O -4.35 0.46 0.96  S7 1.463
7 S -3.84 -0.03 -0.32  N4 1.802, N5 1.793, O6 1.463
8 H 1.31 0.01 -0.24  C1 1.141
9 H -0.67 1.78 -0.38  C2 1.042
10 H 0.48 -2.10 0.36  N3 0.999

Summary:
Relative energy (zero: lowest compared OMol25 entry of this formula, charge and spin), eV: 4.662
2S+1: 1

| no. | HOMO-LUMO gap (eV) | E (Ha) | lowest unoccupied orbital energy (hartree) |
| --- | --- | --- | --- |
| 1 | 11.02 | -467.953928 | 0.0157 |
| 2 | 9.17 | -715.541066 | 0.0101 |
| 3 | 8.72 | -715.596026 | 0.0011 |
| 4 | 9.71 | -715.625279 | 0.0076 |
| 5 | 9.57 | -715.577048 | 0.0125 |
| 6 | 8.48 | -715.524908 | 0.0008 |